[1]
Density functional theory data (the ωB97M-V functional and the def2-TZVPD basis) for C52H47N5O6P2S3Sr as an isolated structure at a distorted geometry.

Last column: Löwdin charge in e.
CARTESIAN COORDINATES (ANGSTROEM)
Sr  -0.093  -0.023  -0.699  1.27
S  5.156  -2.945  1.319  0.65
S  0.424  2.712  -3.191  1.04
S  0.139  2.697  2.030  1.00
P  0.167  -1.456  2.160  1.04
P  0.186  -3.362  -0.647  1.05
O  2.091  0.695  -0.178  -0.29
O  -0.145  1.457  -2.542  -0.67
O  4.287  0.567  -0.768  0.05
O  -1.162  -1.425  -2.804  0.04
O  -0.847  -2.105  -4.875  0.15
O  -0.488  1.970  0.860  -0.63
N  1.481  -0.886  -2.410  0.04
N  -4.570  1.244  0.363  0.07
N  3.201  -1.370  0.116  0.17
N  -4.977  3.653  -0.039  0.10
N  -2.476  0.084  -0.182  0.00
C  -3.908  -5.505  -0.707  -0.08
C  -0.085  -3.292  2.097  -0.39
C  -1.030  -0.319  4.489  -0.09
C  -0.398  -1.625  -3.709  -0.45
C  -1.800  5.855  -4.276  -0.08
C  1.584  3.536  1.357  -0.31
C  2.844  -5.520  -3.764  -0.09
C  0.779  -3.959  1.011  -0.37
C  3.756  -0.903  -3.057  0.03
C  -3.409  -0.240  4.854  -0.09
C  2.752  -0.628  -2.133  -0.15
C  -2.587  -3.497  -0.711  -0.10
C  3.028  -0.036  -0.709  -0.66
C  -2.988  5.634  -3.586  -0.07
C  2.439  -0.159  3.061  -0.12
C  3.037  -1.922  5.110  -0.08
C  -3.147  4.515  -2.780  -0.05
C  -0.922  3.843  -3.333  -0.42
C  2.049  -1.668  -4.563  0.01
C  1.220  -4.305  -1.833  -0.36
C  -1.415  -4.250  -0.709  -0.38
C  3.405  -4.991  -2.610  -0.08
C  1.622  -1.270  3.260  -0.38
C  1.114  -1.379  -3.589  -0.19
C  1.470  -5.443  -3.954  -0.09
C  1.382  3.516  -1.876  -0.29
C  -0.567  4.943  3.391  -0.09
C  -2.956  5.259  1.987  -0.06
C  -2.523  -1.238  2.856  -0.11
C  3.543  0.069  3.870  -0.08
C  -0.756  4.950  -4.156  -0.09
C  3.852  -0.819  4.890  -0.09
C  4.065  -2.003  0.621  -0.82
C  -1.509  -5.643  -0.697  -0.10
C  2.601  -4.383  -1.655  -0.09
C  -0.924  4.063  2.372  -0.40
C  -3.440  0.697  0.047  -0.37
C  -1.218  -0.980  3.280  -0.35
C  0.571  4.354  -0.887  -0.22
C  -2.111  4.196  1.677  -0.06
C  -3.830  -4.122  -0.706  -0.07
C  -4.751  2.526  0.139  -0.40
C  -2.108  3.601  -2.657  -0.06
C  3.392  -1.428  -4.282  -0.02
C  -2.744  -6.268  -0.700  -0.08
C  0.666  -4.838  -2.998  -0.11
C  -2.604  6.155  2.982  -0.07
C  -2.120  0.047  5.272  -0.09
C  1.349  4.692  0.388  -0.20
C  -1.411  5.999  3.687  -0.08
C  -3.609  -0.878  3.635  -0.07
C  1.930  -2.141  4.303  -0.08
H  2.331  5.096  0.122  0.12
H  0.698  -5.046  1.058  0.08
H  4.144  -1.659  -5.025  0.12
H  1.020  -5.860  -4.847  0.10
H  2.166  3.853  2.227  0.09
H  1.780  -2.089  -5.525  0.11
H  3.262  -2.610  5.914  0.10
H  -2.541  -2.413  -0.731  0.07
H  -1.956  0.557  6.213  0.10
H  1.851  2.652  -1.392  0.07
H  0.815  5.488  0.910  0.11
H  -1.141  -3.448  1.862  0.06
H  0.264  5.283  -1.369  0.12
H  3.472  -5.999  -4.505  0.10
H  -0.030  -0.077  4.830  0.10
H  0.357  4.810  3.943  0.11
H  -2.701  -1.698  1.890  0.08
H  -2.802  -7.349  -0.692  0.10
H  4.372  1.042  0.068  0.11
H  4.788  -0.708  -2.805  0.12
H  3.064  -3.973  -0.766  0.06
H  -0.117  -2.241  -5.486  0.09
H  2.215  0.518  2.244  0.07
H  2.153  4.102  -2.382  0.10
H  -4.612  -1.081  3.282  0.11
H  -4.730  -3.522  -0.705  0.11
H  -0.338  3.817  -0.620  0.08
H  -4.068  4.353  -2.232  0.08
H  -2.212  2.713  -2.046  0.11
H  2.107  2.701  0.880  0.06
H  -1.146  6.692  4.475  0.10
H  -0.606  -6.245  -0.691  0.11
H  -3.265  6.978  3.224  0.10
H  -4.875  -5.993  -0.719  0.10
H  -4.257  0.038  5.467  0.10
H  -1.690  6.724  -4.911  0.10
H  0.173  5.105  -4.692  0.11
H  -0.405  -4.793  -3.158  0.11
H  0.086  -3.734  3.078  0.07
H  1.296  -2.993  4.515  0.10
H  4.473  -5.049  -2.444  0.11
H  -2.378  3.478  0.915  0.08
H  1.830  -3.688  1.146  0.05
H  -3.804  6.339  -3.684  0.11
H  4.728  -0.659  5.505  0.10
H  4.170  0.935  3.697  0.10
H  -3.892  5.346  1.450  0.08

Output
Gap between HOMO and LUMO, Ha: 0.2799
Energy, a.u.: -4643.1121
LUMO energy, eV: -0.3

***

[2]
Density functional theory data (the ωB97M-V functional and the def2-TZVPD basis) for C52H51ClN3O3PS2V as an isolated structure at a distorted geometry.

Last column: Löwdin charge in e.
CARTESIAN COORDINATES (ANGSTROEM)
V  -0.575  -0.205  0.741  0.28
Cl  -0.584  -0.139  3.094  0.85
S  -0.369  0.990  -2.103  1.03
S  1.192  8.658  1.472  1.00
P  1.686  -0.819  0.963  0.89
O  -0.876  -0.171  -1.313  -0.59
O  1.909  8.023  -0.999  0.04
O  -2.746  -2.327  -0.237  0.07
N  -2.648  -0.341  0.936  0.05
N  -4.788  -0.205  1.615  -0.09
N  -3.307  1.544  2.159  0.23
C  -1.613  1.284  -3.476  -0.22
C  0.960  0.275  -3.165  -0.25
C  -0.203  -3.336  -5.165  -0.09
C  0.044  -5.488  2.467  -0.04
C  5.363  1.146  -0.010  -0.10
C  0.100  -2.198  -5.899  -0.09
C  0.533  7.009  1.362  -0.54
C  3.298  -0.994  3.306  -0.08
C  3.809  -4.545  -0.829  -0.10
C  -4.706  -1.494  0.965  -0.02
C  -0.628  -5.331  0.047  -0.04
C  -0.806  -4.719  1.446  -0.60
C  2.622  -2.285  0.320  -0.33
C  3.618  -4.471  0.545  -0.09
C  3.131  0.417  0.593  -0.30
C  0.557  -0.990  -3.854  -0.28
C  -3.256  -1.480  0.455  -0.45
C  3.527  -0.983  4.672  -0.08
C  2.779  1.759  0.748  -0.10
C  -2.283  -4.752  1.857  -0.05
C  -0.780  5.335  0.264  -0.03
C  3.010  -3.363  1.113  -0.09
C  -2.902  0.567  -3.251  -0.27
C  -3.924  1.160  -2.515  -0.04
C  3.138  9.853  -0.043  -0.08
C  -0.392  6.658  0.389  -0.09
C  -0.542  2.966  0.923  -0.13
C  -3.095  -0.706  -3.777  -0.02
C  1.011  -0.489  3.688  -0.56
C  1.024  6.052  2.245  -0.10
C  4.440  0.129  0.206  -0.11
C  -5.340  -0.736  -2.927  -0.10
C  -0.138  -3.299  -3.779  -0.06
C  -4.304  -1.359  -3.605  -0.06
C  0.471  -1.033  -5.245  -0.06
C  0.245  -2.139  -3.124  -0.04
C  0.625  4.735  2.128  -0.03
C  4.992  2.473  0.150  -0.11
C  3.425  -3.480  -1.628  -0.08
C  -5.985  0.365  2.182  -0.03
C  2.025  -0.774  2.782  -0.31
C  -0.257  4.349  1.107  -0.25
C  -5.145  0.522  -2.374  -0.09
C  2.107  8.761  -0.075  -0.74
C  -0.607  1.751  0.762  -0.21
C  -0.315  -3.334  1.391  -0.06
C  -3.574  0.379  1.574  -0.39
C  1.224  -0.446  5.056  -0.10
C  0.227  -2.246  1.337  -0.22
C  2.864  -2.351  -1.048  -0.11
C  2.488  -0.714  5.551  -0.09
C  3.693  2.780  0.532  -0.08
H  2.843  10.658  0.628  0.07
H  -5.992  0.305  3.274  0.09
H  -0.386  -4.178  -3.198  0.10
H  -0.486  -4.250  -5.673  0.10
H  1.733  6.350  3.008  0.10
H  0.053  -2.221  -6.980  0.10
H  -4.864  -2.320  1.664  0.14
H  5.709  3.265  -0.030  0.10
H  -1.225  -4.773  -0.677  0.08
H  -0.306  -6.520  2.551  0.08
H  -2.622  -5.785  1.963  0.08
H  -6.848  -0.177  1.803  0.09
H  -0.945  -6.377  0.037  0.08
H  -4.435  -2.356  -4.006  0.11
H  4.247  -5.433  -1.268  0.10
H  0.404  -0.195  5.718  0.10
H  -2.407  1.958  1.892  0.06
H  4.064  9.414  0.334  0.09
H  -1.753  2.364  -3.482  0.09
H  1.761  1.989  1.037  0.06
H  1.777  0.123  -2.456  0.08
H  -6.297  -1.234  -2.833  0.10
H  4.753  -0.900  0.072  0.09
H  -1.482  5.048  -0.509  0.11
H  -0.018  -5.019  3.450  0.09
H  2.820  -3.343  2.178  0.11
H  -5.949  1.011  -1.836  0.10
H  -4.060  2.143  2.446  0.11
H  0.420  -5.272  -0.253  0.08
H  -2.887  -4.261  1.095  0.06
H  -0.787  7.409  -0.280  0.11
H  3.936  -5.294  1.175  0.10
H  -3.766  2.139  -2.075  0.12
H  6.377  0.902  -0.305  0.10
H  0.280  -2.130  -2.044  0.10
H  2.659  -0.705  6.620  0.10
H  0.709  -0.147  -5.824  0.11
H  3.563  -3.526  -2.702  0.10
H  4.522  -1.175  5.055  0.10
H  -2.423  -4.234  2.808  0.09
H  1.020  3.983  2.799  0.12
H  -6.089  1.412  1.889  0.09
H  3.387  3.814  0.653  0.10
H  -5.397  -1.587  0.130  0.13
H  4.122  -1.167  2.626  0.11
H  1.089  -5.495  2.154  0.07
H  -1.151  0.969  -4.410  0.08
H  3.318  10.233  -1.047  0.09
H  -2.298  -1.181  -4.337  0.11
H  1.241  1.064  -3.864  0.10
H  2.620  -1.501  -1.673  0.08

Output
Gap between HOMO and LUMO (spin up / spin down), Ha: 0.2283 / 0.2077
Spin multiplicity: 2
Energy, a.u.: -4943.9102
LUMO energy (spin up / spin down), eV: 0.2 / 0.2
<S²>: 0.768

***

Among the records above, which one has the highest energy?
C52H47N5O6P2S3Sr

***

Among the records above, which one has the highest energy?
C52H47N5O6P2S3Sr

***

What is the energy in the first record?
-4643.1121 a.u.